1.
{
  "formula": "C12H33LiN4O6",
  "method": "the ωB97M-V functional and the def2-TZVPD basis",
  "e_above_lowest_kcal_mol": 5.4,
  "multiplicity": 1,
  "orbital_gap_ha": 0.315,
  "elements": ["Li", "N", "O", "O", "O", "C", "C", "C", "O", "C", "N", "H", "H", "H", "H", "H", "H", "H", "H", "H", "H", "H", "C", "C", "C", "O", "C", "N", "H", "H", "H", "H", "H", "H", "H", "H", "H", "H", "H", "C", "C", "C", "O", "C", "N", "H", "H", "H", "H", "H", "H", "H", "H", "H", "H", "H"],
  "positions_angstrom": [[10.68167, 35.27393, 4.36860], [8.34860, 35.14657, 2.77855], [8.50838, 33.91861, 3.00890], [8.94478, 35.99122, 3.54193], [7.72688, 35.53181, 1.79957], [12.75564, 38.06781, 3.42670], [12.90082, 37.21811, 4.67020], [13.91871, 37.79992, 5.65702], [15.19285, 37.90709, 5.13773], [15.93922, 36.70103, 5.26186], [11.59474, 36.90552, 5.29110], [13.66380, 38.03079, 2.82617], [12.57458, 39.11741, 3.68498], [11.93808, 37.71518, 2.79658], [13.35329, 36.28532, 4.30755], [13.89835, 37.16588, 6.56573], [13.58401, 38.78692, 6.00387], [16.91140, 36.88369, 4.82186], [15.39527, 35.86321, 4.81935], [16.09251, 36.47327, 6.32907], [11.81791, 36.66835, 6.26746], [11.07816, 37.77886, 5.43451], [7.83458, 34.96518, 6.77496], [9.30492, 34.86852, 7.15374], [9.50097, 34.10046, 8.44662], [10.86362, 34.26846, 8.81974], [11.17062, 33.59450, 10.01692], [10.06053, 34.28299, 6.04980], [7.36112, 33.97411, 6.80179], [7.72656, 35.31900, 5.75264], [7.30461, 35.57046, 7.51155], [9.70655, 35.85595, 7.41822], [9.34138, 33.01880, 8.30927], [8.82467, 34.51707, 9.20527], [11.29405, 32.51550, 9.83197], [10.36753, 33.69902, 10.75391], [12.10205, 34.00012, 10.39881], [9.62158, 33.38962, 5.83193], [11.03537, 34.08903, 6.27316], [12.45592, 32.47595, 1.54138], [12.00515, 33.15637, 2.81708], [13.06921, 33.02965, 3.85319], [12.76399, 33.75310, 5.00418], [13.64765, 33.42797, 6.09312], [11.65383, 34.59786, 2.60197], [11.64593, 32.49032, 0.81394], [12.62083, 31.40349, 1.71363], [13.39809, 32.88978, 1.18061], [11.09311, 32.65460, 3.15469], [14.04782, 33.33220, 3.44106], [13.16119, 31.95784, 4.10319], [14.64571, 33.19278, 5.72039], [13.23862, 32.57260, 6.64870], [13.68877, 34.26604, 6.78540], [12.35570, 34.91622, 1.93378], [10.76401, 34.64176, 2.09940]],
  "forces_ev_per_a": [[-0.574, 0.353, -0.186], [0.931, -0.128, -0.106], [0.044, 0.423, 0.156], [-0.200, -0.413, -0.238], [-0.223, 0.096, 0.285], [-0.192, 0.425, -0.089], [0.571, -0.347, -0.622], [-1.374, -0.041, 0.803], [0.887, -0.151, -0.273], [-0.365, 0.439, 0.650], [0.742, 0.599, 0.917], [0.077, 0.047, 0.113], [-0.083, -0.060, -0.063], [-0.075, -0.025, 0.098], [-0.393, -0.206, 0.289], [0.193, 0.010, -0.114], [0.120, 0.061, -0.243], [0.017, -0.182, -0.305], [0.280, -0.080, -0.236], [-0.030, -0.001, -0.134], [-0.256, -0.369, -0.322], [-0.044, -0.184, -0.496], [0.004, -0.490, 0.217], [0.096, -0.102, 0.292], [0.431, -0.165, -0.221], [-0.205, 0.324, 0.200], [-0.077, -0.470, -0.166], [0.110, -0.241, -0.080], [0.168, 0.019, 0.012], [-0.028, 0.361, 0.083], [-0.071, 0.190, -0.266], [-0.048, 0.078, -0.534], [-0.424, 0.153, 0.023], [0.117, -0.233, 0.152], [0.035, 0.117, 0.043], [0.114, 0.182, 0.076], [0.038, 0.025, 0.110], [0.117, 0.107, -0.246], [-0.319, -0.045, 0.385], [-0.220, -0.902, 0.166], [-0.993, 0.568, -0.445], [0.625, -0.894, 0.066], [0.449, 0.433, 0.961], [-0.691, -0.138, -0.246], [0.280, -0.858, -0.254], [0.221, 0.387, -0.268], [0.144, 0.164, 0.121], [-0.154, 0.158, -0.295], [0.013, 0.153, 0.163], [-0.067, 0.157, 0.077], [0.056, 0.125, -0.069], [0.049, 0.047, 0.058], [0.205, -0.011, -0.159], [-0.004, 0.167, -0.125], [-0.181, 0.491, 0.234], [0.151, -0.125, 0.051]],
  "lowdin_charge": [0.565, -0.614, -0.074, -0.166, 0.006, -0.047, -0.442, -0.239, -0.164, -0.079, 0.023, 0.083, 0.088, 0.079, 0.106, 0.120, 0.136, 0.090, 0.075, 0.093, 0.077, 0.103, -0.040, -0.432, -0.211, -0.205, -0.115, 0.008, 0.089, 0.069, 0.082, 0.137, 0.136, 0.131, 0.089, 0.087, 0.085, 0.100, 0.050, -0.057, -0.421, -0.243, -0.237, -0.067, 0.035, 0.089, 0.087, 0.084, 0.144, 0.136, 0.140, 0.090, 0.096, 0.084, 0.091, 0.073]
}

=====

2.
{
  "formula": "C12H33N3O6",
  "method": "the ωB97M-V functional and the def2-TZVPD basis",
  "smiles": "CN(C)C=O.CN(C)C=O.CN(C)C=O.CO.CO.CO",
  "multiplicity": 1,
  "orbital_gap_ha": 0.348,
  "elements": ["C", "N", "C", "C", "O", "H", "H", "H", "H", "H", "H", "H", "C", "N", "C", "C", "O", "H", "H", "H", "H", "H", "H", "H", "C", "N", "C", "C", "O", "H", "H", "H", "H", "H", "H", "H", "C", "O", "H", "H", "H", "H", "C", "O", "H", "H", "H", "H", "C", "O", "H", "H", "H", "H"],
  "positions_angstrom": [[-2.91380, -4.27755, -4.27258], [-3.25320, -4.44204, -2.83306], [-2.08455, -4.33094, -2.02269], [-4.50614, -4.86518, -2.43282], [-4.80972, -4.94915, -1.26975], [-2.61708, -3.27665, -4.58606], [-3.73808, -4.64237, -4.88542], [-1.99400, -4.85528, -4.36358], [-1.73428, -3.30017, -1.96877], [-2.47629, -4.44637, -1.01209], [-1.23631, -4.98512, -2.22429], [-5.28432, -5.08620, -3.17968], [2.61986, -2.63743, 6.52206], [3.64545, -3.03963, 5.62225], [5.02519, -2.43946, 5.92315], [3.31060, -3.85237, 4.60217], [4.07650, -4.44854, 3.79339], [2.51527, -3.34629, 7.34345], [1.78968, -2.41438, 5.85188], [2.96717, -1.73491, 7.02499], [5.72158, -2.56580, 5.09420], [4.97039, -1.35322, 5.85123], [5.49389, -2.65736, 6.88281], [2.22902, -4.04744, 4.66805], [0.13652, 3.24413, -4.62718], [1.06650, 2.10587, -4.45818], [2.24622, 2.39295, -3.66266], [0.89588, 1.00785, -5.16838], [1.66100, 0.04362, -5.05051], [-0.59646, 2.97679, -3.86602], [-0.41378, 3.36660, -5.56007], [0.56728, 4.15921, -4.22077], [2.74539, 1.49144, -3.30740], [3.00035, 2.94542, -4.22314], [1.83144, 2.96928, -2.83567], [0.07600, 0.97511, -5.90249], [-5.96209, 0.69072, 2.32797], [-7.30145, 0.56235, 2.11565], [-5.56672, 0.58499, 3.33822], [-5.30431, -0.05255, 1.87746], [-5.67309, 1.67145, 1.95016], [-7.44415, -0.37991, 2.00000], [-0.04650, 1.62234, 1.23809], [0.66461, 1.05217, 2.27861], [-0.91625, 2.11068, 1.67761], [0.40389, 2.35699, 0.57060], [-0.44952, 0.80434, 0.64098], [1.27952, 0.39372, 1.94706], [2.44600, 7.92771, -0.24865], [2.24740, 8.77487, -1.39525], [1.66957, 7.17165, -0.13186], [3.42150, 7.44169, -0.26525], [2.52716, 8.54576, 0.64551], [3.07114, 9.03638, -1.81319]],
  "forces_ev_per_a": [[-0.064, -0.734, 1.031], [-0.407, -0.002, -3.073], [-1.015, 0.958, 2.328], [1.115, 0.720, 0.570], [-0.205, -0.328, 0.824], [-0.432, 0.338, 0.409], [0.257, -0.055, -0.125], [-0.183, -0.372, -0.744], [0.232, 0.163, -0.563], [0.449, -0.582, 0.291], [-0.362, -0.289, -0.311], [0.622, 0.195, -0.634], [0.260, 0.798, 0.288], [3.335, 0.750, 0.208], [-0.866, 0.205, -1.723], [2.481, -2.128, -1.352], [-2.042, 2.053, 2.046], [-0.768, -0.276, -0.238], [-0.739, -0.116, 1.049], [-0.340, 0.299, -0.232], [-0.097, -1.097, 0.099], [-0.740, 0.230, 0.457], [-0.444, -0.629, -0.074], [-0.047, -0.078, -0.530], [-0.580, -0.904, 2.020], [-0.196, 2.093, -1.189], [-0.341, -0.400, 0.236], [1.805, -2.323, -0.161], [-0.815, 0.463, -0.387], [-0.767, 0.562, -0.079], [0.693, -0.165, -0.209], [0.252, 0.020, -0.706], [-0.425, -0.066, -0.015], [-0.153, 0.304, -0.059], [0.708, 0.106, 0.271], [-0.194, 0.314, 0.289], [2.808, 0.775, 0.140], [-1.360, -1.000, -0.051], [-0.781, 0.429, 0.791], [-0.341, -0.207, -0.987], [0.254, 0.001, 0.096], [-0.575, -0.005, 0.004], [-1.794, -0.429, -0.645], [1.152, 0.145, 0.950], [0.025, 0.103, 0.081], [0.768, -0.034, 0.219], [-0.163, 0.139, -0.518], [0.018, 0.064, -0.094], [1.126, 0.814, -0.074], [-0.617, -0.587, 0.265], [-0.099, 0.295, -0.319], [-0.018, -0.367, -0.378], [-0.516, 0.068, 0.182], [0.125, -0.232, 0.323]],
  "lowdin_charge": [-0.050, -0.195, -0.081, -0.328, 0.013, 0.082, 0.080, 0.077, 0.091, 0.084, 0.094, 0.134, -0.085, -0.189, -0.012, -0.319, -0.034, 0.094, 0.094, 0.084, 0.080, 0.075, 0.084, 0.129, -0.043, -0.201, -0.038, -0.355, -0.023, 0.085, 0.087, 0.083, 0.088, 0.096, 0.083, 0.137, -0.231, -0.083, 0.071, 0.076, 0.081, 0.084, -0.199, -0.106, 0.079, 0.070, 0.076, 0.080, -0.153, -0.130, 0.075, 0.070, 0.069, 0.068]
}

=====

| no. | calculated total energy (eV) |
| --- | --- |
| 1 | -31427.5524 |
| 2 | -29730.5060 |